{
  "formula": "C7H18O",
  "method": "the ωB97M-V functional and the def2-TZVPD basis",
  "species": ["C", "C", "C", "C", "H", "H", "H", "H", "H", "H", "H", "H", "H", "H", "C", "C", "O", "C", "H", "H", "H", "H", "H", "H", "H", "H"],
  "xyz": [[0.232, 1.994, -1.430], [0.405, 1.617, 0.041], [-0.930, 1.478, 0.770], [-0.757, 1.101, 2.241], [1.211, 2.087, -1.930], [-0.299, 2.957, -1.514], [-0.357, 1.221, -1.952], [0.953, 0.658, 0.114], [1.011, 2.391, 0.551], [-1.478, 2.437, 0.697], [-1.535, 0.704, 0.260], [-0.168, 1.874, 2.762], [-0.226, 0.138, 2.325], [-1.736, 1.008, 2.741], [-0.963, -2.291, 0.711], [0.356, -2.087, -0.002], [0.112, -1.357, -1.194], [1.306, -1.131, -1.909], [-1.419, -1.318, 0.961], [-1.663, -2.853, 0.071], [-0.809, -2.857, 1.645], [0.822, -3.059, -0.251], [1.065, -1.527, 0.638], [1.051, -0.563, -2.820], [1.785, -2.079, -2.209], [2.029, -0.543, -1.318]],
  "forces_ev_per_angstrom": [[0.0, 0.0, 0.0], [0.2, 0.0, 0.1], [-0.2, 0.0, -0.1], [0.0, 0.0, 0.0], [-0.4, 0.0, 0.1], [0.2, -0.3, -0.1], [0.2, 0.3, 0.2], [-0.2, 0.5, 0.1], [-0.1, -0.3, -0.2], [0.1, -0.4, 0.0], [0.2, 0.4, 0.1], [-0.2, -0.3, -0.1], [-0.2, 0.3, 0.1], [0.4, 0.0, -0.1], [-0.3, -0.1, 0.2], [0.0, -0.1, 0.0], [0.3, -0.1, 0.1], [0.0, 0.1, -0.4], [0.2, -0.5, -0.1], [0.3, 0.2, 0.3], [-0.1, 0.2, -0.3], [-0.1, 0.3, 0.1], [-0.1, -0.2, -0.1], [0.1, -0.3, 0.4], [-0.1, 0.2, 0.1], [-0.1, -0.1, -0.1]],
  "nbo_charge": [-0.6090, -0.3928, -0.3982, -0.6070, 0.2046, 0.2023, 0.2103, 0.1920, 0.1910, 0.1940, 0.1991, 0.2033, 0.1980, 0.2094, -0.6266, -0.0635, -0.5511, -0.2532, 0.2142, 0.2153, 0.2124, 0.1648, 0.1600, 0.1966, 0.1688, 0.1654],
  "e_above_lowest_kj_mol": 32.36,
  "orbital_gap_ev": 11.09,
  "smiles": "CCCC.CCOC",
  "multiplicity": 1
}

=====

{
  "formula": "C7H18O",
  "method": "the ωB97M-V functional and the def2-TZVPD basis",
  "species": ["C", "C", "C", "C", "C", "H", "H", "H", "H", "H", "H", "H", "H", "H", "H", "H", "H", "C", "O", "C", "H", "H", "H", "H", "H", "H"],
  "xyz": [[-0.688, -1.415, -0.881], [-1.127, 0.047, -0.761], [-1.662, 0.305, 0.651], [0.071, 0.963, -1.028], [-2.228, 0.336, -1.785], [0.106, -1.639, -0.149], [-0.300, -1.617, -1.894], [-1.542, -2.088, -0.692], [-0.879, 0.101, 1.401], [-1.982, 1.355, 0.754], [-2.526, -0.348, 0.858], [0.468, 0.789, -2.042], [-0.229, 2.021, -0.944], [0.874, 0.766, -0.297], [-1.857, 0.155, -2.808], [-3.099, -0.317, -1.605], [-2.555, 1.387, -1.710], [1.638, 0.681, 2.158], [1.403, -0.534, 1.473], [2.539, -0.907, 0.720], [0.727, 0.927, 2.727], [1.850, 1.507, 1.459], [2.481, 0.592, 2.864], [2.790, -0.148, -0.041], [3.421, -1.063, 1.364], [2.306, -1.855, 0.207]],
  "forces_ev_per_angstrom": [[0.1, -0.2, 0.0], [0.0, 0.0, 0.0], [0.0, 0.0, 0.2], [0.2, 0.1, 0.0], [-0.1, 0.0, -0.1], [-0.4, 0.0, -0.3], [-0.1, 0.0, 0.3], [0.3, 0.2, -0.1], [-0.4, 0.0, -0.3], [0.0, -0.3, 0.0], [0.3, 0.2, 0.0], [-0.1, 0.1, 0.3], [0.1, -0.3, -0.1], [-0.5, 0.2, -0.5], [-0.2, 0.1, 0.3], [0.2, 0.2, -0.1], [0.1, -0.3, -0.1], [-0.3, 0.2, 0.4], [0.6, 0.2, 0.2], [0.1, -0.4, -0.2], [0.4, -0.1, -0.3], [0.0, -0.2, 0.1], [-0.2, 0.0, -0.2], [0.0, -0.1, 0.2], [-0.2, 0.1, -0.1], [0.1, 0.4, 0.2]],
  "nbo_charge": [-0.6092, -0.0590, -0.6088, -0.6087, -0.6010, 0.2194, 0.2004, 0.2043, 0.2187, 0.2005, 0.2044, 0.2029, 0.2029, 0.2120, 0.2044, 0.2054, 0.2043, -0.2597, -0.5522, -0.2599, 0.1973, 0.1695, 0.1726, 0.1696, 0.1726, 0.1973],
  "e_above_lowest_kj_mol": 38.47,
  "orbital_gap_ev": 11.07,
  "smiles": "CC(C)(C)C.COC",
  "multiplicity": 1
}

=====

{
  "formula": "C7H18O3",
  "method": "the ωB97M-V functional and the def2-TZVPD basis",
  "species": ["C", "C", "C", "C", "C", "C", "C", "H", "H", "H", "H", "H", "H", "H", "H", "H", "H", "H", "H", "O", "H", "H", "O", "H", "H", "O", "H", "H"],
  "xyz": [[1.545, -0.292, 2.226], [0.444, -1.039, 2.164], [-0.612, -0.856, 1.160], [-0.655, 0.131, 0.254], [-1.762, 0.111, -0.759], [-1.334, -0.169, -2.211], [-0.215, 0.605, -2.883], [1.479, 0.731, 1.846], [2.397, -0.467, 2.876], [0.347, -1.982, 2.672], [-1.445, -1.528, 1.343], [0.200, 0.774, 0.019], [-2.451, -0.753, -0.603], [-2.429, 0.979, -0.692], [-1.198, -1.254, -2.277], [-2.257, 0.002, -2.784], [-0.578, 1.612, -3.100], [0.142, 0.130, -3.804], [0.571, 0.722, -2.102], [3.329, 0.870, 0.047], [3.891, 1.581, 0.365], [2.786, 0.246, 0.545], [1.187, -2.102, -1.084], [0.263, -2.273, -0.868], [1.133, -1.850, -2.017], [-2.293, 2.309, 1.758], [-3.057, 2.479, 1.224], [-2.049, 1.377, 1.731]],
  "forces_ev_per_angstrom": [[-0.6, 1.0, 1.1], [0.8, -0.5, -1.1], [0.0, 1.3, 1.3], [-0.4, -1.3, -0.9], [-0.7, -0.4, -0.3], [-1.2, -0.3, -0.8], [0.2, 0.4, 1.5], [0.2, -0.4, -0.3], [-0.2, -0.3, 0.0], [0.3, -0.3, 0.4], [-0.2, 0.1, -0.6], [-0.3, -0.1, 0.5], [0.4, 0.6, 0.6], [0.4, 0.2, -0.1], [0.4, 0.1, -0.1], [0.1, -0.2, -0.1], [0.2, 0.0, -0.2], [0.0, 0.1, 0.3], [0.1, -0.1, -1.1], [0.0, -0.1, -2.2], [-0.6, -0.7, 1.1], [0.8, 0.8, 0.8], [-0.1, -0.1, -0.5], [0.1, 0.0, 0.2], [0.3, 0.0, 0.2], [0.8, 0.3, 0.8], [-0.5, -0.3, -0.4], [-0.3, 0.1, -0.3]],
  "nbo_charge": [-0.4224, -0.1912, -0.2581, -0.1587, -0.4389, -0.3827, -0.6268, 0.2003, 0.2117, 0.2011, 0.2022, 0.2214, 0.2062, 0.2075, 0.1789, 0.2020, 0.2103, 0.2170, 0.2154, -1.0088, 0.4974, 0.5096, -0.9285, 0.4651, 0.4674, -0.9486, 0.4691, 0.4822],
  "e_above_lowest_kj_mol": 171.38,
  "orbital_gap_ev": 9.31,
  "smiles": "C=C/C=C/CCC.O.O.O",
  "multiplicity": 1
}

=====

{
  "formula": "C7H18OSi",
  "method": "the ωB97M-V functional and the def2-TZVPD basis",
  "species": ["C", "C", "Si", "C", "C", "C", "C", "C", "O", "H", "H", "H", "H", "H", "H", "H", "H", "H", "H", "H", "H", "H", "H", "H", "H", "H", "H"],
  "xyz": [[2.818, -0.431, -0.026], [1.713, 0.371, 0.598], [-0.078, 0.125, 0.098], [-0.567, -1.490, 1.041], [-1.418, -1.160, 2.240], [-0.175, -0.343, -1.746], [-0.014, 0.914, -2.564], [-1.392, 1.479, 0.552], [-2.359, 1.914, -0.390], [2.992, -0.229, -1.086], [2.636, -1.508, 0.111], [3.826, -0.253, 0.436], [1.843, 1.502, 0.491], [1.935, 0.239, 1.668], [-1.006, -2.284, 0.446], [0.290, -1.987, 1.461], [-2.371, -0.759, 1.865], [-1.776, -2.068, 2.778], [-0.936, -0.396, 2.870], [-1.242, -0.817, -1.941], [0.542, -1.099, -2.020], [0.859, 1.459, -2.328], [-0.018, 0.653, -3.619], [-0.749, 1.638, -2.278], [-0.774, 2.325, 0.759], [-1.868, 1.119, 1.402], [-2.712, 1.085, -0.818]],
  "forces_ev_per_angstrom": [[1.4, -0.6, -0.6], [0.3, 2.7, 1.0], [-0.5, -2.8, -0.4], [0.3, 0.3, 0.1], [-1.7, -0.4, 0.0], [-2.3, -0.1, 0.7], [-0.4, -0.5, -0.5], [1.7, -0.1, -1.6], [-0.6, -1.8, -1.2], [-0.3, -0.1, -0.1], [0.0, 0.2, -0.2], [-1.0, 0.1, -0.1], [0.4, -1.2, -0.2], [-1.0, 0.1, 0.1], [-0.4, 0.1, -0.4], [1.0, 0.0, -0.1], [0.1, 0.3, 0.3], [0.8, 0.6, 0.2], [-0.3, -0.5, 0.2], [2.0, 0.8, 0.4], [0.3, -0.4, 0.0], [1.6, 0.2, 0.1], [-0.1, 0.5, -0.2], [-1.0, 0.3, -0.4], [0.2, 0.9, 0.6], [-0.7, -0.2, 1.8], [0.4, 1.5, 0.5]],
  "nbo_charge": [-0.6014, -0.8888, 1.5607, -0.8475, -0.6022, -0.8454, -0.6277, -0.4646, -0.7088, 0.2050, 0.2068, 0.2087, 0.2190, 0.2407, 0.2205, 0.2152, 0.1872, 0.2081, 0.1990, 0.2122, 0.2319, 0.1974, 0.2068, 0.2198, 0.1940, 0.1911, 0.4623],
  "e_above_lowest_kj_mol": 78.98,
  "orbital_gap_ev": 10.39,
  "smiles": "CC[Si](CC)(CC)CO",
  "multiplicity": 1
}

=====

Repeat the fourth record exactly.
{
  "formula": "C7H18OSi",
  "method": "the ωB97M-V functional and the def2-TZVPD basis",
  "species": ["C", "C", "Si", "C", "C", "C", "C", "C", "O", "H", "H", "H", "H", "H", "H", "H", "H", "H", "H", "H", "H", "H", "H", "H", "H", "H", "H"],
  "xyz": [[2.818, -0.431, -0.026], [1.713, 0.371, 0.598], [-0.078, 0.125, 0.098], [-0.567, -1.490, 1.041], [-1.418, -1.160, 2.240], [-0.175, -0.343, -1.746], [-0.014, 0.914, -2.564], [-1.392, 1.479, 0.552], [-2.359, 1.914, -0.390], [2.992, -0.229, -1.086], [2.636, -1.508, 0.111], [3.826, -0.253, 0.436], [1.843, 1.502, 0.491], [1.935, 0.239, 1.668], [-1.006, -2.284, 0.446], [0.290, -1.987, 1.461], [-2.371, -0.759, 1.865], [-1.776, -2.068, 2.778], [-0.936, -0.396, 2.870], [-1.242, -0.817, -1.941], [0.542, -1.099, -2.020], [0.859, 1.459, -2.328], [-0.018, 0.653, -3.619], [-0.749, 1.638, -2.278], [-0.774, 2.325, 0.759], [-1.868, 1.119, 1.402], [-2.712, 1.085, -0.818]],
  "forces_ev_per_angstrom": [[1.4, -0.6, -0.6], [0.3, 2.7, 1.0], [-0.5, -2.8, -0.4], [0.3, 0.3, 0.1], [-1.7, -0.4, 0.0], [-2.3, -0.1, 0.7], [-0.4, -0.5, -0.5], [1.7, -0.1, -1.6], [-0.6, -1.8, -1.2], [-0.3, -0.1, -0.1], [0.0, 0.2, -0.2], [-1.0, 0.1, -0.1], [0.4, -1.2, -0.2], [-1.0, 0.1, 0.1], [-0.4, 0.1, -0.4], [1.0, 0.0, -0.1], [0.1, 0.3, 0.3], [0.8, 0.6, 0.2], [-0.3, -0.5, 0.2], [2.0, 0.8, 0.4], [0.3, -0.4, 0.0], [1.6, 0.2, 0.1], [-0.1, 0.5, -0.2], [-1.0, 0.3, -0.4], [0.2, 0.9, 0.6], [-0.7, -0.2, 1.8], [0.4, 1.5, 0.5]],
  "nbo_charge": [-0.6014, -0.8888, 1.5607, -0.8475, -0.6022, -0.8454, -0.6277, -0.4646, -0.7088, 0.2050, 0.2068, 0.2087, 0.2190, 0.2407, 0.2205, 0.2152, 0.1872, 0.2081, 0.1990, 0.2122, 0.2319, 0.1974, 0.2068, 0.2198, 0.1940, 0.1911, 0.4623],
  "e_above_lowest_kj_mol": 78.98,
  "orbital_gap_ev": 10.39,
  "smiles": "CC[Si](CC)(CC)CO",
  "multiplicity": 1
}